(1)
The following is a quantum chemistry calculation of a cluster of 2 separate species, C5H8N3O2 in total at a distorted geometry, from the OMol25 dataset.

Structure (XYZ):
```
18
Properties=species:S:1:pos:R:3:nbo_charge:R:1
C 1.0179 1.4349 -0.0254 -0.140
C 2.2028 1.1192 0.5095 0.145
C 1.3730 -0.6504 -0.2355 0.254
C -1.8104 0.4442 0.1429 0.449
C 1.2687 -1.9910 -0.5457 0.296
N 0.4422 0.2832 -0.5998 -0.309
N -2.4253 1.4026 -0.5094 -0.807
N -2.5620 -0.4756 0.6744 -0.812
O 2.4413 -0.1542 0.4363 -0.391
O 2.1806 -2.8828 -0.5071 -0.562
H 0.7329 2.5156 -0.1824 0.242
H 2.8966 1.8686 1.0530 0.248
H 0.3800 -2.3181 -1.1103 0.222
H -1.8144 2.1923 -0.8478 0.427
H -3.4847 1.5136 -0.3567 0.399
H -2.2162 -1.1476 1.4318 0.427
H -3.6080 -0.5434 0.5245 0.387
H 2.9850 -2.6112 0.1478 0.526
```

HOMO (alpha / beta)   -12.522 / -11.116 eV
LUMO (alpha / beta)   -0.1794 / -0.2018 hartree
Charge   +1
Energy above the lowest of the compared OMol25 structures with the same formula, charge and spin   95.42 kcal per mole
HOMO-LUMO gap (alpha / beta)   7.639 / 5.625 eV
E_tot   -509.67948 hartree

***

(2)
The following is a quantum chemistry calculation of a cluster of 2 separate species, C4H12N2 in total, from the OMol25 dataset.

Structure (XYZ):
```
18
Properties=species:S:1:pos:R:3:nbo_charge:R:1
C -1.4037 -2.0452 0.2794 -0.067
N -2.3379 -2.1363 -0.5538 -0.379
C -3.5126 -1.3243 -0.3178 -0.451
H -0.5190 -2.6709 0.1618 0.170
H -1.4237 -1.3496 1.1230 0.138
H -3.9665 -0.9868 -1.2527 0.205
H -4.2572 -1.9577 0.1684 0.209
H -3.3638 -0.4219 0.2916 0.175
C 3.1744 1.3473 0.5768 -0.413
N 1.7307 1.1264 0.5992 -0.623
C 1.0657 1.4532 -0.6595 -0.413
H 3.6557 0.6217 1.2281 0.198
H 3.4071 2.3659 0.8944 0.189
H 3.6015 1.2054 -0.4191 0.165
H 1.5292 0.1608 0.8365 0.348
H 1.5854 1.0128 -1.5198 0.163
H 0.0500 1.0635 -0.6534 0.198
H 0.9847 2.5355 -0.7832 0.190
```

HOMO   -8.828 eV
LUMO   0.0361 hartree
Energy above the lowest of the compared OMol25 structures with the same formula, charge and spin   39.85 kcal per mole
SMILES   C=NC.CNC
HOMO-LUMO gap   9.809 eV
E_tot   -269.05284 hartree

***

(3)
The following is a quantum chemistry calculation of the molecule C24H29N5O3, from the OMol25 dataset.

Structure (XYZ):
```
61
Properties=species:S:1:pos:R:3:nbo_charge:R:1
C -6.3219 -1.1074 0.2463 -0.601
C -5.0735 -1.0462 -0.6258 -0.395
C -3.7813 -1.2829 0.1639 -0.231
C -3.6682 -2.7253 0.6529 -0.608
C -2.5766 -0.9544 -0.7331 -0.119
N -1.2933 -1.0945 -0.0492 -0.631
C -0.9578 -0.4756 1.0975 0.819
O -1.7020 0.1386 1.8457 -0.682
N 0.3827 -0.6178 1.4282 -0.449
C 0.9575 -0.0449 2.6443 -0.203
C 2.4903 -0.1512 2.4605 -0.216
N 2.5960 -0.8121 1.1885 -0.364
C 1.3871 -1.0302 0.6073 0.575
N 1.4300 -1.5658 -0.5778 -0.565
C 2.7853 -1.7115 -0.8218 0.188
C 3.4374 -2.2203 -1.9341 -0.228
C 4.8194 -2.2506 -1.9132 -0.232
C 5.5474 -1.7922 -0.8173 -0.225
C 4.9202 -1.2794 0.3044 -0.242
C 3.5387 -1.2391 0.2879 0.087
C -2.6070 0.4556 -1.3513 0.687
O -2.5321 0.6275 -2.5509 -0.632
N -2.6627 1.4545 -0.4459 -0.641
C -2.1213 2.7651 -0.7713 -0.244
C -0.6348 2.7283 -0.5183 -0.062
C 0.2147 2.1836 -1.4715 -0.196
C 1.5684 2.0349 -1.2269 -0.257
C 2.0964 2.4311 -0.0042 0.283
O 3.4142 2.3272 0.3470 -0.513
C 4.3501 2.0415 -0.6667 -0.254
C 1.2462 2.9686 0.9625 -0.278
C -0.1029 3.1087 0.7078 -0.187
H -6.4671 -2.1029 0.6569 0.200
H -6.2443 -0.4017 1.0702 0.202
H -7.2010 -0.8532 -0.3410 0.211
H -5.0222 -0.0624 -1.0970 0.210
H -5.1479 -1.7880 -1.4240 0.197
H -3.7708 -0.6210 1.0328 0.226
H -4.4658 -2.9559 1.3530 0.213
H -2.7189 -2.8766 1.1609 0.216
H -3.7275 -3.4182 -0.1842 0.201
H -2.5581 -1.6633 -1.5670 0.229
H -0.5189 -1.4571 -0.6005 0.448
H 0.6058 -0.6130 3.5101 0.211
H 0.6184 0.9885 2.7493 0.232
H 2.9691 0.8323 2.4212 0.224
H 2.9572 -0.7445 3.2526 0.207
H 2.8749 -2.5776 -2.7813 0.223
H 5.3520 -2.6414 -2.7673 0.215
H 6.6258 -1.8378 -0.8441 0.215
H 5.4816 -0.9197 1.1531 0.218
H -2.6027 1.1961 0.5342 0.427
H -2.3329 2.9559 -1.8253 0.235
H -2.6154 3.5140 -0.1496 0.204
H -0.1899 1.8621 -2.4192 0.235
H 2.1965 1.6038 -1.9902 0.221
H 5.3278 2.1092 -0.1922 0.198
H 4.2883 2.7724 -1.4785 0.179
H 4.2190 1.0339 -1.0722 0.186
H 1.6700 3.2804 1.9055 0.221
H -0.7494 3.5216 1.4685 0.214
```

HOMO   -8.225 eV
LUMO   0.0240 hartree
Energy above the lowest of the compared OMol25 structures with the same formula, charge and spin   1.01 kcal per mole
SMILES   CC[C@@H](C)[C@H](NC(=O)N1CCn2c1nc1ccccc12)C(=O)NCc1ccc(OC)cc1
HOMO-LUMO gap   8.878 eV
E_tot   -1431.53991 hartree

***

(4)
The following is a quantum chemistry calculation of the molecule C4H5NS at a distorted geometry, from the OMol25 dataset.

Structure (XYZ):
```
11
Properties=species:S:1:pos:R:3:nbo_charge:R:1
S 1.9719 0.4734 0.5233 -0.052
C 0.7444 -0.2813 -0.6471 -0.504
C -0.5402 -0.3854 0.0934 -0.385
C -1.9013 -0.2864 -0.5087 0.142
N -2.4726 0.5548 0.4643 -0.336
C -1.1822 0.8668 0.5024 0.082
H 2.5822 -0.6795 0.7551 0.122
H 0.7008 0.2775 -1.5525 0.231
H 1.3423 -1.1651 -0.8724 0.245
H -0.5916 -1.1643 0.8459 0.264
H -0.6538 1.7895 0.3963 0.191
```

HOMO   -8.936 eV
LUMO   0.0113 hartree
Energy above the lowest of the compared OMol25 structures with the same formula, charge and spin   105.43 kcal per mole
SMILES   SC[C@@H]1C2=N[C@H]21
HOMO-LUMO gap   9.242 eV
E_tot   -608.18265 hartree